Record 1
Below is C6H9N in the gas phase in a non-equilibrium geometry, with properties calculated with wB97M-V/def2-TZVPD.

**Structure (SMILES)**: C[C@@H]1CN=C2C[C@@H]21
**Spin multiplicity**: 1
**LUMO**: 0.040 hartree

Each line ends with the Löwdin charge.
Atoms and positions in Å:
C1 -1.4558 0.2128 0.1112  -0.39
C2 -1.6445 -1.1793 0.3573  0.01
C3 0.1862 1.6127 -0.2735  -0.09
C4 -0.7040 -0.6238 -0.8089  -0.10
C5 0.7832 0.0761 -0.5955  -0.23
C6 1.5231 -0.3575 0.6278  -0.08
N1 -1.0537 1.2869 0.5752  0.10
H1 -1.2514 -1.4771 1.2895  0.09
H2 -2.4748 -1.7149 -0.0041  0.09
H3 0.8525 2.1738 0.5186  0.13
H4 0.0467 2.3197 -0.9978  0.05
H5 -1.0244 -0.7346 -1.8478  0.13
H6 1.2591 -0.1312 -1.5144  0.09
H7 0.7875 -0.6367 1.3086  0.05
H8 2.0673 0.4586 0.9668  0.05
H9 2.1030 -1.2854 0.2869  0.12

---

Record 2
Below is 2 unconnected molecules or ions with the total composition C3H3N in a non-equilibrium geometry, with properties calculated with wB97M-V/def2-TZVPD.

**Spin multiplicity**: 3
**LUMO (spin up / spin down)**: 0.034 / -0.137 hartree

Each line ends with the Mulliken spin population.
Atoms and positions in Å:
C1 0.6286 0.5656 0.3743  0.87
C2 -2.9491 0.1514 -0.3490  0.02
C3 1.6645 0.5835 -0.2136  0.94
N1 -3.3425 -0.5928 0.3772  0.01
H1 -0.4141 0.6493 0.5472  0.11
H2 -2.4489 1.0200 -0.9501  -0.01
H3 2.5543 0.2010 -0.6527  0.07

---

Record 3
Below is a molecular structure, C58H54CoN2P2SSi, with properties calculated with wB97M-V/def2-TZVPD.

**Spin multiplicity**: 1
**LUMO (spin up / spin down)**: -0.135 / -0.135 hartree
**Total charge**: +1

Each line ends with the Löwdin charge.
Atoms and positions in Å:
Co1 -0.4312 0.3860 -0.8918  0.08
C1 5.1331 -4.4991 1.4667  -0.41
S1 3.5135 -4.9520 2.1115  0.81
C2 3.1428 -3.4584 3.0674  -0.49
C3 2.7807 -2.2460 2.2205  -0.25
C4 1.5085 -2.4798 1.4184  -0.25
N1 1.0236 -1.3050 0.6803  -0.39
P1 1.5713 -0.7333 -0.8198  1.01
C5 1.6274 -2.2113 -1.8714  -0.34
C6 2.6512 -3.1539 -1.7409  -0.10
C7 2.6084 -4.3385 -2.4559  -0.06
C8 1.5452 -4.5927 -3.3134  -0.06
C9 0.5250 -3.6639 -3.4487  -0.06
C10 0.5639 -2.4801 -2.7252  -0.08
C11 3.3043 -0.2074 -0.7412  -0.35
C12 3.8147 0.4145 0.3973  -0.10
C13 5.0890 0.9595 0.3864  -0.06
C14 5.8610 0.8989 -0.7650  -0.07
C15 5.3559 0.2885 -1.9041  -0.07
C16 4.0838 -0.2612 -1.8957  -0.10
P2 -0.3064 -0.3028 1.1644  1.00
C17 0.3524 0.2242 2.7712  -0.30
C18 -0.1266 -0.3829 3.9322  -0.07
C19 0.4809 -0.1519 5.1562  -0.06
C20 1.5697 0.7049 5.2360  -0.06
C21 2.0259 1.3426 4.0909  -0.07
C22 1.4193 1.1094 2.8675  -0.13
C23 -2.2200 -2.3790 1.8426  -0.25
C24 -1.7864 -3.0570 0.6096  0.02
C25 -2.6980 -3.6546 -0.2346  -0.05
C26 -3.9967 -3.8041 0.2189  0.00
C27 -4.4557 -3.3126 1.4580  -0.01
C28 -3.6275 -2.5769 2.2397  -0.17
H1 5.4872 -5.3351 0.8666  0.03
H2 5.8403 -4.3317 2.2783  0.04
H3 5.0934 -3.6147 0.8304  0.02
H4 4.0015 -3.2366 3.7036  0.08
H5 2.3190 -3.7213 3.7345  0.08
H6 3.6056 -2.0164 1.5429  0.09
H7 2.6531 -1.3721 2.8666  0.10
H8 0.7163 -2.8099 2.0986  0.11
H9 1.6599 -3.3003 0.7116  0.09
H10 3.4873 -2.9594 -1.0790  0.10
H11 3.4035 -5.0635 -2.3453  0.11
H12 1.5167 -5.5154 -3.8777  0.11
H13 -0.3030 -3.8501 -4.1204  0.11
H14 -0.2455 -1.7683 -2.8455  0.08
H15 3.2214 0.4572 1.3037  0.07
H16 5.4783 1.4322 1.2786  0.11
H17 6.8553 1.3247 -0.7742  0.11
H18 5.9545 0.2368 -2.8039  0.11
H19 3.6991 -0.7296 -2.7934  0.11
H20 -0.9828 -1.0410 3.8939  0.08
H21 0.1017 -0.6381 6.0455  0.11
H22 2.0471 0.8874 6.1895  0.11
H23 2.8527 2.0383 4.1476  0.11
H24 1.7756 1.6363 1.9901  0.08
H25 -0.7378 -3.0054 0.3534  0.10
H26 -2.4092 -4.0383 -1.2021  0.11
H27 -4.7035 -4.3326 -0.4110  0.12
H28 -5.4970 -3.4356 1.7248  0.13
H29 -3.2535 -1.3456 3.9434  0.11
C29 1.2756 4.4200 3.2005  -0.08
C30 -0.0068 3.8858 3.1702  -0.07
C31 -0.4901 3.3258 2.0012  -0.12
C32 0.2886 3.2907 0.8369  -0.30
C33 1.5728 3.8271 0.8894  -0.10
C34 2.0671 4.3812 2.0636  -0.08
Si1 -0.5301 2.6446 -0.7153  0.80
C35 -2.2015 3.5062 -0.8474  -0.25
C36 -3.3020 3.0176 -1.5545  -0.10
C37 -4.4580 3.7668 -1.7028  -0.07
C38 -4.5414 5.0366 -1.1511  -0.08
C39 -3.4569 5.5515 -0.4591  -0.07
C40 -2.3048 4.7944 -0.3107  -0.09
C41 0.4517 2.9388 -2.2949  -0.27
C42 -0.1730 3.4988 -3.4140  -0.09
C43 0.5144 3.6732 -4.6053  -0.07
C44 1.8448 3.2936 -4.7019  -0.07
C45 2.4887 2.7437 -3.6020  -0.07
C46 1.7953 2.5639 -2.4165  -0.12
H30 1.6536 4.8698 4.1095  0.11
H31 -0.6259 3.9082 4.0576  0.11
H32 -1.4944 2.9156 1.9910  0.12
H33 2.1965 3.8379 0.0044  0.10
H34 3.0641 4.8025 2.0817  0.11
H35 -3.2631 2.0387 -2.0109  0.08
H36 -5.2940 3.3591 -2.2569  0.11
H37 -5.4435 5.6229 -1.2659  0.11
H38 -3.5048 6.5449 -0.0328  0.11
H39 -1.4729 5.2273 0.2316  0.10
H40 -1.2101 3.8079 -3.3514  0.10
H41 0.0128 4.1125 -5.4575  0.11
H42 2.3814 3.4312 -5.6316  0.11
H43 3.5291 2.4519 -3.6672  0.10
H44 2.3135 2.1222 -1.5722  0.07
C47 -5.0363 -0.7109 2.8878  -0.07
C48 -4.0991 -1.7760 3.4020  -0.12
C49 -1.9300 -0.9542 1.3076  -0.22
C50 -2.8500 -0.3308 0.3519  -0.30
C51 -4.1590 -0.0076 0.5545  -0.02
C52 -5.0286 -0.0593 1.7123  -0.08
N2 -2.2307 0.1037 -0.8431  -0.07
C53 -2.6107 -0.2664 -2.1075  -0.31
C54 -3.6166 -1.1899 -2.4498  -0.03
C55 -3.7850 -1.5623 -3.7698  -0.08
C56 -2.9784 -1.0550 -4.7860  -0.10
C57 -2.0027 -0.1248 -4.4659  -0.07
C58 -1.8384 0.2836 -3.1515  -0.09
H45 -5.8713 -0.4987 3.5452  0.10
H46 -4.6526 -2.4078 4.0990  0.13
H47 -1.5723 -2.6166 2.6974  0.14
H48 -4.6150 0.5149 -0.2790  0.11
H49 -5.8813 0.6015 1.5854  0.11
H50 -4.2472 -1.6036 -1.6801  0.09
H51 -4.5678 -2.2688 -4.0179  0.11
H52 -3.1357 -1.3565 -5.8122  0.10
H53 -1.3832 0.3124 -5.2382  0.11
H54 -1.1253 1.0844 -2.9368  0.07

---

Record 4
Below is a molecular structure, C36H37CdCl3N5O3S2Si in a non-equilibrium geometry, with properties calculated with wB97M-V/def2-TZVPD.

**Spin multiplicity**: 1
**LUMO**: 0.067 hartree
**Total charge**: -1

Each line ends with the Löwdin charge.
Atoms and positions in Å:
Cd1 -14.5351 -15.5230 -7.6993  1.25
C1 -12.8165 -12.7927 -10.9579  -0.07
C2 -13.7742 -13.7665 -10.2742  -0.53
O1 -13.3840 -14.2982 -9.2131  -0.18
C3 -14.9170 -13.9292 -11.0842  -0.08
C4 -16.1495 -14.5172 -10.6634  -0.32
C5 -17.2304 -14.7729 -11.7313  -0.05
N1 -16.2866 -14.9102 -9.3932  -0.06
N2 -17.4884 -15.3527 -9.0125  0.01
C6 -17.5286 -15.7907 -7.7593  -0.48
O2 -16.5870 -15.9894 -6.8738  -0.24
C7 -18.8793 -16.1927 -7.2557  -0.17
C8 -19.1073 -15.9711 -5.8941  -0.06
C9 -20.3627 -16.1912 -5.3382  -0.11
C10 -21.2908 -16.9068 -6.1129  -0.11
C11 -20.9965 -17.2341 -7.4565  -0.08
C12 -19.8396 -16.7488 -8.0398  -0.05
H1 -13.1066 -12.6236 -11.9922  0.05
H2 -11.7435 -13.1142 -10.9348  0.08
H3 -12.8120 -11.7727 -10.5233  0.07
H4 -14.8592 -13.5711 -12.0746  0.06
H5 -18.0044 -15.3348 -11.2228  0.03
H6 -16.8076 -15.4855 -12.4946  0.09
H7 -17.5497 -13.8313 -12.1136  0.05
H8 -18.2312 -15.6416 -5.3223  0.10
H9 -20.6165 -15.9121 -4.2933  0.10
H10 -22.2554 -17.1782 -5.6378  0.09
H11 -21.7606 -17.7634 -8.0026  0.09
H12 -19.6733 -16.8976 -9.0569  0.09
C13 -10.9096 -21.3195 -5.4727  -0.20
Si1 -11.5226 -20.3745 -6.9783  0.49
C14 -10.3386 -20.5120 -8.3859  -0.20
C15 -13.2308 -20.9109 -7.5463  -0.26
C16 -11.4997 -18.5189 -6.4090  -0.23
C17 -10.5313 -18.0842 -5.4705  -0.11
C18 -10.5846 -16.8006 -4.9374  -0.11
C19 -11.5515 -15.9668 -5.4481  -0.19
N3 -12.4418 -16.2998 -6.3646  -0.05
C20 -12.4353 -17.5264 -6.9064  -0.72
S1 -13.7393 -17.9438 -8.1053  0.46
H13 -11.1113 -22.4016 -5.5891  0.03
H14 -11.5198 -20.9326 -4.6741  0.02
H15 -9.8293 -21.2313 -5.1881  0.04
H16 -10.1788 -21.5647 -8.7759  0.05
H17 -9.3707 -20.2549 -7.9358  0.02
H18 -10.6162 -19.8954 -9.2439  0.03
H19 -13.3978 -22.0051 -7.5735  0.03
H20 -13.3428 -20.5719 -8.5752  -0.02
H21 -13.9978 -20.4437 -6.8979  0.02
H22 -9.8481 -18.8468 -5.0827  0.09
H23 -9.9565 -16.5018 -4.1100  0.09
H24 -11.6328 -14.9350 -5.0275  0.11
Cl1 -21.8753 -11.3340 -8.1238  0.68
C21 -20.5118 -11.2725 -7.0659  -0.65
C22 -20.0564 -12.3442 -6.3228  -0.08
C23 -19.0295 -12.1621 -5.4241  -0.01
C24 -18.4206 -10.9178 -5.2257  -0.17
C25 -17.2819 -10.6367 -4.2759  -0.27
C26 -16.3585 -11.7558 -3.8733  -0.05
N4 -15.5226 -12.1779 -5.0610  -0.06
C27 -14.4927 -11.4511 -5.6839  -0.06
C28 -13.9610 -12.2989 -6.6225  -0.09
N5 -14.6287 -13.5651 -6.5483  0.00
C29 -15.5597 -13.3863 -5.6404  -0.18
O3 -17.7198 -9.8878 -3.0719  -0.13
C30 -18.6976 -10.4329 -2.1790  -0.16
C31 -18.0430 -11.0513 -0.9910  -0.33
C32 -18.0453 -12.4205 -0.7356  -1.01
Cl2 -18.9296 -13.6118 -1.5295  0.69
S2 -17.0263 -12.8297 0.6015  0.97
C33 -16.7206 -11.1290 0.9282  -0.39
C34 -17.3134 -10.3364 -0.0031  -0.16
C35 -18.9468 -9.8220 -5.9303  -0.58
Cl3 -18.3863 -8.2005 -5.7650  0.74
C36 -19.9921 -9.9907 -6.8460  -0.14
H25 -20.5757 -13.2949 -6.4288  0.11
H26 -18.7337 -13.1049 -4.8691  0.12
H27 -16.7185 -9.8282 -4.7302  0.11
H28 -16.8803 -12.6247 -3.5169  0.09
H29 -15.6766 -11.4615 -2.9936  0.17
H30 -14.2191 -10.4547 -5.3103  0.12
H31 -13.2554 -11.9828 -7.4011  0.11
H32 -16.3247 -14.0949 -5.3724  0.11
H33 -19.4244 -11.0831 -2.6702  0.12
H34 -19.1005 -9.5064 -1.7864  0.13
H35 -16.2465 -10.7826 1.8660  0.08
H36 -17.1637 -9.2355 -0.1614  0.14
H37 -20.3775 -9.1210 -7.3751  0.10

---

Record 5
Below is a molecular structure, C21H28Cl2O3S3Sr, with properties calculated with wB97M-V/def2-TZVPD.

**Spin multiplicity**: 1
**LUMO**: -0.007 hartree

Each line ends with the Löwdin charge.
Atoms and positions in Å:
Sr1 -0.4055 0.2950 -0.3282  1.33
C1 1.4155 2.4826 4.4591  -0.54
C2 2.1525 1.3893 3.7094  -0.53
S1 1.4812 0.8824 2.1085  0.82
C3 1.1301 2.4327 1.2434  -0.54
C4 -0.3431 2.9934 1.2216  -0.52
S2 -1.6812 1.9916 1.9356  0.81
C5 -2.2775 2.9869 3.3186  -0.53
C6 -1.2478 3.3937 4.3650  -0.54
S3 -0.2444 2.0410 5.0356  0.88
H1 1.3396 3.3831 3.8491  0.06
H2 2.0208 2.7440 5.3287  0.08
H3 2.1892 0.4683 4.2914  0.08
H4 3.1832 1.7093 3.5437  0.08
H5 1.4698 2.2562 0.2161  0.05
H6 1.8059 3.1955 1.6278  0.08
H7 -0.6260 3.1893 0.1826  0.06
H8 -0.3706 3.9678 1.7054  0.08
H9 -3.0379 2.3407 3.7607  0.08
H10 -2.7879 3.8719 2.9366  0.08
H11 -1.7809 3.8625 5.1930  0.07
H12 -0.5706 4.1506 3.9689  0.06
C7 -3.1648 -3.2277 1.2092  -0.02
C8 -2.3566 -2.4266 0.2131  -0.51
C9 -1.7418 -3.2978 -0.8718  0.00
O1 -1.2255 -1.8052 0.9032  -0.15
C10 -3.2077 -1.3349 -0.4794  -0.64
O2 -4.4142 -1.5054 -0.5813  0.06
O3 -2.5253 -0.3556 -0.9408  -0.31
H13 -2.5481 -4.0101 1.6561  0.09
H14 -4.0171 -3.6781 0.7072  0.09
H15 -3.5615 -2.5810 1.9961  0.09
H16 -1.1174 -4.0719 -0.4237  0.09
H17 -1.1308 -2.7013 -1.5530  0.08
H18 -2.5338 -3.7661 -1.4565  0.10
H19 -1.4900 -1.6439 1.8165  0.10
Cl1 -2.4748 1.8433 -3.3213  0.51
C11 -3.4585 0.3778 -3.5635  -0.98
Cl2 -2.4893 -0.9705 -4.1609  0.54
H20 -4.2064 0.6180 -4.3084  0.02
H21 -3.8736 0.1022 -2.6003  0.00
C12 4.1159 -3.2553 -2.2455  -0.10
C13 3.1524 -3.1637 -1.2181  -0.10
C14 2.2539 -2.1339 -1.2196  -0.07
C15 2.2477 -1.1313 -2.2260  -0.23
C16 1.2819 -0.0683 -2.1919  -0.23
C17 1.3774 0.8423 -3.2259  -0.19
C18 2.3382 0.7566 -4.2643  -0.10
C19 3.2429 -0.2631 -4.2789  -0.06
C20 3.2217 -1.2409 -3.2539  -0.18
C21 4.1451 -2.3163 -3.2370  -0.05
H22 4.8262 -4.0727 -2.2463  0.10
H23 3.1248 -3.9128 -0.4363  0.10
H24 1.5081 -2.0849 -0.4283  0.08
H25 0.6749 1.6740 -3.2898  0.05
H26 2.3498 1.5027 -5.0511  0.09
H27 3.9823 -0.3433 -5.0681  0.10
H28 4.8796 -2.3823 -4.0322  0.11

---

Record 6
Below is a molecular structure, C10H12ClNPTl in a non-equilibrium geometry, with properties calculated with wB97M-V/def2-TZVPD.

**Spin multiplicity**: 1
**LUMO**: 0.010 hartree

Each line ends with the Löwdin charge.
Atoms and positions in Å:
C1 0.8005 -0.3094 -2.3694  -0.22
C2 -0.3961 0.0584 -3.0611  -0.26
C3 -0.7384 1.4000 -2.6526  -0.37
C4 0.1876 1.7727 -1.6077  -0.27
C5 1.1566 0.7204 -1.5048  -0.21
Tl1 -1.7082 0.2666 -0.7621  0.73
P1 -0.1032 -1.9314 0.6911  0.63
H1 1.3454 -1.2506 -2.4955  0.09
H2 -0.8719 -0.5060 -3.8688  0.09
H3 -1.4559 2.0706 -3.1302  0.09
H4 2.0511 0.7344 -0.8841  0.09
H5 0.2364 2.7432 -1.1144  0.09
H6 1.2307 -1.8373 1.1892  -0.12
H7 0.1405 -3.0754 -0.1192  -0.13
H8 -0.6406 -2.6470 1.8115  -0.14
Cl1 -2.2820 4.7952 3.2246  0.70
C6 -1.8334 3.1533 3.1084  -0.67
C7 -1.7748 2.3564 4.2553  -0.08
C8 -1.4300 1.0146 4.0996  -0.04
C9 -1.1726 0.5304 2.8133  -0.17
N1 -1.2418 1.3013 1.7352  -0.05
C10 -1.5049 2.6110 1.8551  -0.16
H9 -1.9717 2.8000 5.2275  0.11
H10 -1.3542 0.3360 4.9419  0.11
H11 -0.8978 -0.5128 2.6469  0.03
H12 -1.4638 3.2287 0.9595  0.11

---

Record 7
Below is C19H17BrN2O4S in the gas phase in a non-equilibrium geometry, with properties calculated with wB97M-V/def2-TZVPD.

**Structure (SMILES)**: Cc1ccc(S(=O)(=O)N2C[C@H](c3ccc(Br)cc3)C(C(=O)[C@@H]3CO3)=N2)cc1
**Spin multiplicity**: 1
**LUMO**: -0.007 hartree

Each line ends with the Löwdin charge.
Atoms and positions in Å:
C1 -6.4290 -2.0170 -0.9729  -0.04
C2 -5.1106 -1.6822 -0.3505  -0.26
C3 -4.0886 -2.6258 -0.3030  -0.03
C4 -2.8765 -2.3241 0.2932  -0.05
C5 -2.6938 -1.0721 0.8448  -0.29
C6 -3.6906 -0.1164 0.8121  -0.05
C7 -4.8981 -0.4262 0.2139  -0.02
H1 -5.6873 0.3101 0.1837  0.12
H2 -3.5054 0.8452 1.2628  0.12
S1 -1.1295 -0.6436 1.5704  0.70
O1 -0.3413 -1.8227 1.7801  -0.28
O2 -1.2939 0.2948 2.6280  -0.26
N1 -0.4121 0.1869 0.2438  -0.21
N2 0.1976 1.3442 0.4954  0.13
C8 1.2298 1.4992 -0.2525  -0.16
C9 2.0786 2.6878 -0.2355  -0.28
O3 3.0145 2.8229 -0.9953  0.14
C10 1.6939 3.7147 0.7891  -0.21
C11 1.9844 5.1346 0.5166  -0.10
O4 2.7402 4.4003 1.4177  0.01
H3 2.4785 5.3898 -0.4144  0.12
H4 1.3328 5.8918 0.9386  0.11
H5 0.8523 3.4471 1.4196  0.14
C12 1.5228 0.2787 -1.1182  -0.15
C13 2.8411 -0.3125 -0.6892  -0.19
C14 3.9457 -0.2540 -1.5286  -0.02
C15 5.1656 -0.7640 -1.1250  -0.12
C16 5.2735 -1.3340 0.1313  -0.68
C17 4.1882 -1.3952 0.9879  -0.11
C18 2.9743 -0.8777 0.5752  -0.01
H6 2.1308 -0.9231 1.2494  0.11
H7 4.2887 -1.8362 1.9675  0.10
Br1 6.9453 -2.0498 0.6902  0.72
H8 6.0235 -0.7169 -1.7777  0.10
H9 3.8577 0.2032 -2.5022  0.12
H10 1.5652 0.5547 -2.1733  0.15
C19 0.2924 -0.5842 -0.7916  -0.09
H11 -0.3782 -0.7044 -1.6462  0.13
H12 0.5499 -1.5648 -0.3890  0.11
H13 -2.0759 -3.0442 0.3498  0.12
H14 -4.2447 -3.6033 -0.7342  0.12
H15 -7.1265 -2.3429 -0.2012  0.09
H16 -6.8585 -1.1475 -1.4641  0.08
H17 -6.3270 -2.8214 -1.6964  0.08

---

Record 8
Below is a gas-phase ion, C7H10N3 (charge +1) in a non-equilibrium geometry, with properties calculated with wB97M-V/def2-TZVPD.

**Structure (SMILES)**: C/N=C/N1[C@@H]2[NH+]=CC=C[C@@H]21
**Spin multiplicity**: 1
**LUMO**: -0.198 hartree
**Total charge**: +1

Each line ends with the Löwdin charge.
Atoms and positions in Å:
C1 -1.1041 0.7041 1.7158  0.06
C2 -1.9109 0.0912 0.7942  -0.01
C3 0.2610 0.2808 1.8863  -0.13
C4 -1.5792 -1.1778 0.3019  0.01
C5 0.9123 0.7338 -0.5268  -0.21
C6 0.6009 -1.0990 1.2552  -0.14
C7 1.2793 0.8437 -2.8403  -0.12
N1 1.0509 0.1162 0.6996  0.04
N2 1.2241 0.1582 -1.5994  0.01
N3 -0.4802 -1.7982 0.6965  0.15
H1 -1.4781 1.5129 2.3242  0.14
H2 -2.8823 0.4964 0.5638  0.13
H3 0.8130 0.5896 2.7676  0.16
H4 -2.2835 -1.7314 -0.3022  0.15
H5 0.6386 1.7935 -0.4334  0.15
H6 1.3420 -1.7228 1.7421  0.17
H7 0.7988 0.2180 -3.5923  0.08
H8 0.8184 1.8360 -2.8193  0.08
H9 2.3280 0.9401 -3.1265  0.09
H10 -0.3489 -2.7852 0.4932  0.19